[1]
# C28H36F2FeN6

A structure of composition C28H36F2FeN6 (ωB97M-V/def2-TZVPD, the OMol25 dataset).

Geometry as XYZ:
```
73
Properties=species:S:1:pos:R:3
Fe -0.38 -0.13 -0.27
C -0.69 0.04 3.23
C -1.00 1.31 2.41
N -0.03 1.53 1.33
C 1.34 1.72 1.80
C 2.33 1.09 0.82
N 2.04 -0.33 0.70
C 2.46 -1.13 1.85
C 1.35 -1.38 2.92
N 0.03 -0.97 2.50
H -1.64 -0.35 3.61
H -0.10 0.32 4.11
H -1.03 2.17 3.10
H -1.98 1.22 1.94
H -0.33 2.35 0.83
H 1.46 1.24 2.77
H 1.57 2.78 1.95
H 3.36 1.30 1.15
H 2.20 1.55 -0.16
H 2.46 -0.72 -0.13
H 3.33 -0.66 2.34
H 2.80 -2.09 1.47
H 1.61 -0.86 3.84
H 1.36 -2.45 3.16
H -0.56 -1.72 2.17
F 1.39 -5.25 -0.22
C 1.16 -4.17 -1.00
C 0.67 -3.02 -0.44
C 0.40 -1.89 -1.21
C 0.63 -1.98 -2.60
C 1.15 -3.17 -3.12
F 1.46 -3.26 -4.44
C 1.43 -4.28 -2.35
C 0.33 -0.82 -3.46
C -0.09 -0.96 -4.79
C -0.32 0.15 -5.56
C -0.12 1.41 -5.00
C 0.26 1.46 -3.68
N 0.46 0.39 -2.91
H 0.46 -3.02 0.63
H 1.84 -5.17 -2.79
H -0.24 -1.95 -5.20
H -0.65 0.05 -6.59
H -0.26 2.32 -5.57
H 0.41 2.43 -3.21
C -4.71 -3.47 0.70
C -4.20 -2.35 1.61
C -3.70 -2.95 2.93
C -5.35 -1.37 1.91
C -3.09 -1.63 0.95
C -2.15 -1.07 0.41
H -5.55 -3.99 1.16
H -3.91 -4.19 0.50
H -5.04 -3.06 -0.26
H -4.51 -3.48 3.44
H -3.32 -2.18 3.59
H -2.89 -3.67 2.74
H -6.16 -1.88 2.43
H -5.74 -0.95 0.98
H -5.00 -0.55 2.53
N -3.70 0.85 -1.30
C -3.03 2.01 -1.37
C -3.69 3.20 -1.78
C -2.98 4.36 -1.90
C -1.61 4.36 -1.61
C -1.06 3.17 -1.21
N -1.72 2.01 -1.06
H -4.70 0.87 -1.37
H -3.28 0.06 -0.79
H -4.75 3.16 -2.01
H -3.48 5.27 -2.22
H -1.00 5.25 -1.70
H 0.01 3.12 -1.01
```

Results
energy relative to the best compared isomer or geometry (same formula, charge and spin) = 0.0 kJ/mol
E_HOMO (alpha / beta) = -0.2615 / -0.2732 Ha
expectation value of S² = 6.0117
gap between HOMO and LUMO (alpha / beta) = 7.67 / 7.99 eV
multiplicity = 5

=====

[2]
# C28H36FN6O9SScSe

A structure of composition C28H36FN6O9SScSe (ωB97M-V/def2-TZVPD, the OMol25 dataset).

Geometry as XYZ:
```
83
Properties=species:S:1:pos:R:3
Sc -0.27 0.67 -0.49
C 3.13 -1.79 1.13
C 1.76 -1.14 1.24
O 1.26 -0.77 0.12
C 1.15 -1.10 2.48
C -0.26 -0.83 2.66
C -0.96 -1.50 3.82
N -0.92 -0.16 1.79
N -2.32 -0.23 1.86
C -2.75 -0.57 0.67
O -2.05 -0.84 -0.35
C -4.25 -0.60 0.51
C -5.12 -0.39 1.57
C -6.49 -0.38 1.37
C -7.02 -0.59 0.10
C -6.15 -0.80 -0.97
C -4.78 -0.81 -0.76
H 3.82 -1.15 0.59
H 3.55 -2.06 2.10
H 3.02 -2.70 0.53
H 1.70 -1.48 3.33
H -0.23 -1.78 4.58
H -1.71 -0.84 4.25
H -1.47 -2.41 3.49
H -4.70 -0.22 2.55
H -7.16 -0.21 2.21
H -8.09 -0.58 -0.06
H -6.55 -0.95 -1.97
H -4.07 -0.95 -1.58
C 4.00 1.06 -1.66
S 3.17 1.96 -0.34
C 4.39 1.73 0.96
O 3.35 3.42 -0.70
H 4.95 1.55 -1.88
H 3.31 1.11 -2.50
H 4.13 0.02 -1.36
H 4.59 0.67 1.11
H 3.94 2.16 1.85
H 5.30 2.27 0.69
C -0.35 -3.42 -1.13
N -0.21 -3.87 -2.51
C -0.24 -5.17 -2.96
C -0.08 -5.15 -4.30
N 0.04 -3.81 -4.66
C 0.22 -3.28 -5.99
C -0.03 -3.01 -3.56
Se 0.06 -1.20 -3.40
H -0.43 -4.29 -0.49
H -1.23 -2.78 -1.03
H 0.51 -2.81 -0.85
H -0.37 -6.01 -2.29
H -0.04 -5.95 -5.02
H 0.25 -4.11 -6.70
H 1.15 -2.71 -6.04
H -0.59 -2.60 -6.23
O 0.22 1.39 -2.03
C -2.88 3.10 1.25
C -3.15 2.63 -0.15
C -4.38 3.16 -0.87
O -2.47 1.81 -0.72
H -3.60 3.86 1.56
H -1.85 3.46 1.28
H -2.91 2.24 1.92
H -4.88 3.97 -0.35
H -5.07 2.32 -0.98
H -4.08 3.48 -1.87
F 5.24 5.69 2.51
C 3.92 5.93 2.60
C 3.05 5.31 1.79
N 1.70 5.55 1.85
C 0.82 4.74 1.01
C 0.86 3.24 1.39
O 1.68 2.88 2.24
O 0.08 2.55 0.69
C 1.16 6.40 2.78
O -0.02 6.63 2.91
N 2.10 7.01 3.60
C 3.48 6.86 3.61
O 4.18 7.48 4.40
H 3.36 4.59 1.02
H 1.15 4.82 -0.03
H -0.19 5.13 1.09
H 1.72 7.63 4.29
```

Results
net charge = -2
energy relative to the best compared isomer or geometry (same formula, charge and spin) = 57.6 kJ/mol
E_HOMO = -0.0578 Ha
gap between HOMO and LUMO = 5.62 eV

=====

[3]
# C28H36N3OPPt

A structure of composition C28H36N3OPPt (ωB97M-V/def2-TZVPD, the OMol25 dataset).

Geometry as XYZ:
```
70
Properties=species:S:1:pos:R:3
Pt 0.20 -0.66 0.44
N 2.28 -0.52 0.66
C 3.17 -1.65 0.20
C 2.59 -3.03 0.35
C 2.29 -3.46 1.79
C 0.80 -3.62 2.03
N 0.14 -2.30 2.02
H 2.61 0.28 0.12
H 2.48 -0.28 1.63
H 4.11 -1.56 0.75
H 3.39 -1.47 -0.85
H 3.30 -3.71 -0.11
H 1.68 -3.09 -0.25
H 2.69 -2.74 2.51
H 2.78 -4.41 2.02
H 0.61 -4.14 2.97
H 0.36 -4.22 1.23
H 0.53 -1.75 2.79
H -0.84 -2.41 2.25
C -0.71 -3.22 -1.52
C -2.19 -2.97 -1.25
C -2.92 -4.30 -1.17
C -2.47 -2.17 0.04
C -3.95 -1.79 0.12
O -3.96 -0.35 -0.01
C -2.71 0.08 -0.05
N -1.80 -0.83 0.09
C -2.59 1.52 -0.34
C -3.78 2.21 -0.56
C -3.77 3.55 -0.92
C -2.57 4.22 -1.06
C -1.38 3.54 -0.84
C -1.38 2.19 -0.49
P 0.23 1.49 -0.12
C 0.78 2.41 1.34
C 0.35 1.98 2.60
C 0.65 2.72 3.73
C 1.40 3.89 3.62
C 1.82 4.33 2.37
C 1.51 3.59 1.23
C 1.31 1.92 -1.51
C 2.68 2.13 -1.34
C 3.49 2.32 -2.45
C 2.94 2.30 -3.73
C 1.58 2.09 -3.89
C 0.77 1.89 -2.79
H -0.59 -3.65 -2.51
H -0.30 -3.93 -0.80
H -0.12 -2.30 -1.51
H -2.60 -2.38 -2.08
H -2.56 -4.89 -0.32
H -2.74 -4.88 -2.08
H -4.00 -4.20 -1.06
H -2.16 -2.75 0.91
H -4.45 -2.06 1.05
H -4.53 -2.17 -0.72
H -4.73 1.70 -0.46
H -4.71 4.07 -1.09
H -2.55 5.27 -1.34
H -0.44 4.07 -0.95
H -0.25 1.08 2.69
H 0.31 2.39 4.70
H 1.64 4.46 4.50
H 2.38 5.24 2.27
H 1.82 3.96 0.26
H 3.12 2.20 -0.35
H 4.55 2.51 -2.32
H 3.58 2.46 -4.59
H 1.15 2.08 -4.89
H -0.29 1.72 -2.94
```

Results
net charge = +2
E_HOMO = -0.5388 Ha
gap between HOMO and LUMO = 8.95 eV

=====

Number 1: DFT total energy -2880.450797 hartree. Number 2: DFT total energy -5754.703414 hartree. Number 3: DFT total energy -1788.317001 hartree.